No. 1
Here is a single C5H6O molecule from the Open Molecules 2025 dataset. Energies are from wB97M-V/def2-TZVPD.

Last column: Mulliken charge in e.
Positions of all 12 atoms, in Å:
C1 1.26 -0.13 -0.74  -1.00
C2 1.03 1.03 0.25  -0.27
C3 -0.27 0.74 0.84  -0.08
C4 -1.30 0.11 0.87  0.07
C5 -2.25 -0.90 0.46  -0.04
O1 -1.98 -1.66 -0.44  -0.43
H1 1.82 -0.95 -0.28  0.28
H2 0.30 -0.55 -1.07  0.29
H3 1.79 0.20 -1.63  0.30
H4 0.99 1.99 -0.26  0.27
H5 1.81 1.07 1.01  0.28
H6 -3.21 -0.95 0.99  0.32

Energy above the lowest of the compared OMol25 structures with the same formula, charge and spin: 2.381 eV
Molar mass: 82.102 Da
Frontier orbital gap: 10.44 eV
Lowest unoccupied orbital energy: 0.0108 hartree
Net charge: 0
Energy: -269.2587 a.u.
Multiplicity: 1

***

No. 2
Here is a single C5H6O molecule from the Open Molecules 2025 dataset. Energies are from wB97M-V/def2-TZVPD.

Last column: Mulliken charge in e.
Positions of all 12 atoms, in Å:
C1 -3.05 -0.18 -0.03  -1.16
C2 -1.63 0.05 -0.28  0.25
C3 -0.46 0.23 -0.51  0.68
C4 0.88 0.70 -0.35  -0.74
C5 2.98 0.01 0.23  -0.52
O1 1.71 -0.32 -0.33  -0.15
H1 -3.48 -0.79 -0.82  0.28
H2 -3.18 -0.71 0.92  0.28
H3 -3.60 0.77 0.03  0.29
H4 2.99 1.09 0.43  0.38
H5 3.06 -0.55 1.16  0.22
H6 3.78 -0.28 -0.45  0.21

Energy above the lowest of the compared OMol25 structures with the same formula, charge and spin: 4.168 eV
Molar mass: 82.102 Da
Frontier orbital gap: 8.66 eV
Lowest unoccupied orbital energy: 0.0133 hartree
Net charge: 0
Energy: -269.1931 a.u.
Multiplicity: 1

***

No. 3
Here is a single C5H6O molecule in a non-equilibrium geometry from the Open Molecules 2025 dataset. Energies are from wB97M-V/def2-TZVPD.

Last column: Mulliken charge in e.
Positions of all 12 atoms, in Å:
C1 -0.89 -0.55 1.98  -0.75
C2 -0.37 -1.36 0.83  -0.04
C3 0.11 -0.83 -0.16  -0.15
C4 0.90 -0.04 -1.06  -0.35
C5 0.23 1.12 -1.79  0.02
O1 0.85 2.09 -2.14  -0.45
H1 -0.15 -0.57 2.79  0.25
H2 -1.87 -0.86 2.31  0.31
H3 -0.93 0.47 1.60  0.25
H4 1.16 -0.81 -1.79  0.30
H5 1.81 0.33 -0.56  0.24
H6 -0.85 1.00 -2.01  0.37

Energy above the lowest of the compared OMol25 structures with the same formula, charge and spin: 3.122 eV
Molar mass: 82.102 Da
Frontier orbital gap: 10.18 eV
Lowest unoccupied orbital energy: 0.0210 hartree
Net charge: 0
Energy: -269.2315 a.u.
Multiplicity: 1

***

No. 4
Here is a molecular structure, C5H6O from the Open Molecules 2025 dataset. Energies are from wB97M-V/def2-TZVPD.

Last column: Mulliken charge in e.
Positions of all 12 atoms, in Å:
C1 0.15 -0.47 -0.79  -0.89
C2 -0.94 0.46 -1.38  -0.28
C3 -1.08 1.26 -0.06  -0.94
C4 -0.09 0.35 0.46  0.66
C5 0.43 0.25 1.71  0.05
O1 1.32 -0.67 2.08  -0.48
H1 1.16 -0.36 -1.22  0.29
H2 1.52 -1.23 1.31  0.34
H3 -0.11 -1.53 -0.73  0.31
H4 -1.87 -0.04 -1.67  0.26
H5 -0.64 1.08 -2.24  0.27
H6 0.15 0.91 2.53  0.41

Energy above the lowest of the compared OMol25 structures with the same formula, charge and spin: 4.183 eV
Molar mass: 82.102 Da
Frontier orbital gap: 7.80 eV
Lowest unoccupied orbital energy: -0.0101 hartree
Net charge: 0
Energy: -269.1925 a.u.
Multiplicity: 1

***

No. 5
Here is a molecular structure, C5H6O from the Open Molecules 2025 dataset. Energies are from wB97M-V/def2-TZVPD.

Last column: Mulliken charge in e.
Positions of all 12 atoms, in Å:
O1 2.23 0.33 0.34  -0.57
C1 1.08 -0.19 0.16  0.67
C2 0.36 -0.66 -1.06  -0.68
C3 -0.57 0.40 -0.47  -0.16
C4 -1.26 -0.05 0.77  -0.42
C5 0.15 0.40 1.05  -0.57
H1 0.86 -0.41 -1.99  0.26
H2 -0.05 -1.67 -1.06  0.24
H3 -0.77 1.34 -0.97  0.31
H4 -1.52 -1.11 0.84  0.22
H5 -2.03 0.61 1.16  0.23
H6 1.55 0.93 1.22  0.48

Energy above the lowest of the compared OMol25 structures with the same formula, charge and spin: 4.618 eV
Molar mass: 82.102 Da
Frontier orbital gap: 10.12 eV
Lowest unoccupied orbital energy: 0.0387 hartree
Net charge: 0
Energy: -269.1765 a.u.
Multiplicity: 1

***

No. 6
Here is a molecular structure, C5H6O in a non-equilibrium geometry from the Open Molecules 2025 dataset. Energies are from wB97M-V/def2-TZVPD.

Last column: Mulliken charge in e.
Positions of all 12 atoms, in Å:
C1 -0.15 0.44 1.19  -0.62
C2 -0.66 0.70 -0.14  0.02
C3 0.19 -0.88 0.52  0.06
C4 1.20 -0.31 -0.57  -0.50
C5 0.49 0.74 -1.06  -0.68
H1 0.64 1.11 1.54  0.25
H2 -0.76 0.35 2.05  0.31
H3 -1.43 1.47 -0.31  0.44
H4 0.36 -1.83 1.24  0.36
H5 2.23 -0.65 -0.69  0.36
H6 0.75 1.44 -1.79  0.45
O1 -1.02 -0.75 -0.22  -0.45

Energy above the lowest of the compared OMol25 structures with the same formula, charge and spin: 3.251 eV
Molar mass: 82.102 Da
Frontier orbital gap: 10.31 eV
Lowest unoccupied orbital energy: 0.0413 hartree
Net charge: 0
Energy: -269.2268 a.u.
Multiplicity: 1

***

No. 7
Here is a single C5H6O molecule from the Open Molecules 2025 dataset. Energies are from wB97M-V/def2-TZVPD.

Last column: Mulliken charge in e.
Positions of all 12 atoms, in Å:
C1 -2.08 -0.01 -0.25  -0.88
C2 -0.75 -0.04 -0.32  0.50
C3 0.24 1.04 -0.35  -0.37
C4 1.39 0.54 0.10  -0.33
C5 1.17 -0.91 0.43  -0.33
O1 -0.07 -1.22 -0.19  -0.38
H1 -2.63 -0.93 -0.07  0.26
H2 -2.62 0.93 -0.30  0.26
H3 0.03 2.07 -0.64  0.38
H4 2.32 1.07 0.29  0.39
H5 1.05 -1.04 1.52  0.22
H6 1.94 -1.60 0.08  0.27

Energy above the lowest of the compared OMol25 structures with the same formula, charge and spin: 1.055 eV
Molar mass: 82.102 Da
Frontier orbital gap: 9.47 eV
Lowest unoccupied orbital energy: 0.0390 hartree
Net charge: 0
Energy: -269.3075 a.u.
Multiplicity: 1

***

No. 8
Here is a single C5H6O molecule in a non-equilibrium geometry from the Open Molecules 2025 dataset. Energies are from wB97M-V/def2-TZVPD.

Last column: Mulliken charge in e.
Positions of all 12 atoms, in Å:
C1 -2.98 0.39 0.15  0.40
C2 -1.86 0.09 -0.09  -1.12
C3 -0.57 -0.37 -0.37  0.01
O1 -0.07 -1.41 0.52  -0.43
C4 0.59 -0.16 0.56  0.25
C5 1.95 0.13 -0.15  -1.10
H1 -3.91 0.93 0.15  0.41
H2 -0.40 -0.72 -1.40  0.31
H3 0.39 0.53 1.46  0.32
H4 2.18 -0.41 -1.10  0.35
H5 2.78 -0.22 0.44  0.32
H6 1.90 1.19 -0.17  0.29

Energy above the lowest of the compared OMol25 structures with the same formula, charge and spin: 3.367 eV
Molar mass: 82.102 Da
Frontier orbital gap: 10.88 eV
Lowest unoccupied orbital energy: 0.0401 hartree
Net charge: 0
Energy: -269.2225 a.u.
Multiplicity: 1